Entry 1:
A structure of composition C8H15F3IKNO2. Source: the Open Molecules 2025 dataset; level of theory: ωB97M-V/def2-TZVPD.

```
! RIJCOSX wB97M-V def2-TZVPD def2/J DEFGRID3
* xyz 1 1
C -0.02 3.82 -2.38
O -0.34 3.37 -1.08
C -1.30 2.37 -1.00
C -0.66 0.98 -0.82
O -1.45 0.30 0.12
C -0.90 -0.90 0.65
I -2.63 -1.93 1.42
C 0.19 -0.65 1.67
C 0.60 -1.88 2.49
C 2.11 -2.15 2.49
N 2.45 -3.19 1.50
C -0.60 0.16 -2.11
F -0.70 0.91 -3.24
F -1.68 -0.71 -2.14
F 0.51 -0.62 -2.21
H -0.89 3.83 -3.04
H 0.35 4.83 -2.31
H 0.76 3.21 -2.83
H -1.88 2.54 -0.10
H -1.98 2.39 -1.85
H 0.37 1.16 -0.51
H -0.54 -1.55 -0.13
H 1.06 -0.33 1.11
H -0.11 0.18 2.31
H 0.13 -2.79 2.12
H 0.27 -1.74 3.51
H 2.67 -1.26 2.24
H 2.39 -2.48 3.49
H 2.53 -4.09 1.95
H 3.32 -3.00 1.05
K -4.04 -0.77 -2.38
*
```

HOMO level, eV: -11.6
Frontier orbital gap, eV: 7.84
DFT total energy, a.u.: -1716.0709

---

Entry 2:
A structure of composition C8H15F6LiN2O6S2. Source: the Open Molecules 2025 dataset; level of theory: ωB97M-V/def2-TZVPD.

```
! RIJCOSX wB97M-V def2-TZVPD def2/J DEFGRID3
* xyz 0 1
Li -2.42 6.81 4.49
C -3.54 6.30 7.33
F -4.59 6.26 6.51
F -4.01 6.49 8.53
F -2.86 5.16 7.38
S -2.33 7.68 6.87
O -3.22 8.73 6.41
O -1.59 8.03 8.07
N -1.44 7.05 5.45
S -0.05 6.85 6.01
O 0.71 8.12 6.21
O 0.06 5.80 6.99
C 0.84 6.09 4.42
F 0.10 5.11 3.94
F 0.90 7.03 3.50
F 2.09 5.67 4.72
C -1.03 7.01 1.83
O -1.91 7.48 2.78
C -2.94 8.29 2.26
C -4.01 8.61 3.32
N -4.12 7.49 4.26
C -4.71 6.25 3.74
C -4.35 4.95 4.52
O -2.92 4.89 4.69
C -2.40 3.64 5.10
H -0.69 7.89 1.27
H -1.43 6.33 1.07
H -0.24 6.50 2.38
H -3.45 7.78 1.44
H -2.53 9.19 1.82
H -5.00 8.82 2.93
H -3.70 9.53 3.82
H -4.90 7.82 4.83
H -4.33 6.09 2.73
H -5.78 6.34 3.55
H -4.78 4.14 3.93
H -4.90 4.84 5.46
H -1.32 3.58 5.23
H -2.72 2.94 4.32
H -2.79 3.23 6.02
*
```

HOMO level, eV: -9.9
Frontier orbital gap, eV: 9.80
DFT total energy, a.u.: -2277.7190

---

Entry 3:
A cluster of 2 separate species, C8H15F6N2OPS in total. Source: the Open Molecules 2025 dataset; level of theory: ωB97M-V/def2-TZVPD.

```
! RIJCOSX wB97M-V def2-TZVPD def2/J DEFGRID3
* xyz 0 1
O 3.74 -2.93 2.25
C 3.92 -1.89 1.31
C 3.34 -0.53 1.76
C 2.09 -0.15 1.04
C 0.92 -0.83 0.83
N 0.09 -0.03 0.10
C -1.26 -0.32 -0.38
C -2.37 0.06 0.59
C -2.47 -0.88 1.80
S -2.17 -0.11 3.42
C 0.70 1.12 -0.16
N 1.91 1.06 0.40
H 3.05 -2.70 2.88
H 5.00 -1.80 1.15
H 3.46 -2.19 0.36
H 3.09 -0.60 2.83
H 4.08 0.26 1.64
H 0.65 -1.83 1.14
H -1.32 -1.39 -0.61
H -1.37 0.23 -1.32
H -2.26 1.11 0.90
H -3.29 0.02 0.01
H -1.81 -1.74 1.69
H -3.49 -1.28 1.88
H -1.29 0.80 2.99
H 0.29 1.93 -0.75
H 2.60 1.79 0.35
F -3.10 0.95 -2.89
P -2.28 1.84 -4.05
F -1.64 3.25 -4.58
F -1.31 2.13 -2.66
F -3.67 2.68 -4.17
F -2.94 0.82 -5.14
F -0.88 1.15 -4.60
*
```

HOMO level, eV: -10.0
Frontier orbital gap, eV: 9.42
DFT total energy, a.u.: -1837.4432

---

Entry 4:
A structure of composition C8H15HgO5. Source: the Open Molecules 2025 dataset; level of theory: ωB97M-V/def2-TZVPD.

```
! RIJCOSX wB97M-V def2-TZVPD def2/J DEFGRID3
* xyz 2 2
C 1.13 0.64 3.23
O 0.52 -0.41 3.02
C -0.92 -0.43 2.74
C -1.19 -1.54 1.76
O -0.68 -1.23 0.46
C 0.44 -2.00 0.00
C 1.42 -1.15 -0.78
O 2.30 -1.63 -1.42
H 0.64 1.62 3.11
H 2.21 0.55 3.38
H -1.21 0.56 2.37
H -1.41 -0.65 3.70
H -0.78 -2.49 2.10
H -2.28 -1.65 1.68
H 0.07 -2.83 -0.63
H 0.98 -2.41 0.86
O -0.70 -0.70 -2.46
C -0.19 0.36 -3.20
C -0.65 1.72 -2.67
O -0.66 1.67 -1.22
C 0.55 1.93 -0.58
Hg -1.55 -0.12 -0.91
H -0.46 0.32 -4.27
H 0.91 0.34 -3.14
H -1.69 1.93 -2.97
H -0.01 2.55 -2.99
H 0.32 2.83 -0.01
H 1.63 2.02 -0.46
H 1.27 0.23 -0.71
*
```

HOMO level (spin up / spin down), eV: -15.6 / -16.4
Frontier orbital gap (spin up / spin down), eV: 5.89 / 6.65
DFT total energy, a.u.: -842.3808

---

Entry 5:
The ion C8H15IN with charge +1. Source: the Open Molecules 2025 dataset; level of theory: ωB97M-V/def2-TZVPD.

```
! RIJCOSX wB97M-V def2-TZVPD def2/J DEFGRID3
* xyz 1 1
C 2.17 -1.31 -3.70
C 2.18 -0.98 -2.40
C 1.07 -0.53 -1.65
C 1.16 -0.23 -0.36
C -2.37 1.36 0.48
C -0.90 -1.18 0.74
C -0.94 1.32 -0.03
C -0.05 0.05 0.55
N 0.63 0.47 1.89
I 0.40 3.04 0.06
H 3.00 -1.54 -4.26
H 1.27 -1.21 -4.32
H 3.11 -0.67 -1.85
H 0.12 -0.70 -2.14
H 2.08 -0.32 0.16
H -2.76 2.40 0.49
H -2.95 0.70 -0.23
H -2.42 0.82 1.38
H -1.54 -1.09 1.55
H -0.33 -2.11 0.95
H -1.59 -1.39 -0.04
H -0.91 0.96 -1.04
H -0.02 0.63 2.66
H 1.40 1.24 1.77
H 1.01 -0.49 2.25
*
```

HOMO level, eV: -12.2
SMILES: C=C/C=C/[C@@](C)([NH3+])[C@@H](C)I
Frontier orbital gap, eV: 8.88
DFT total energy, a.u.: -665.9385
Energy relative to the best compared isomer or geometry (same formula, charge and spin), kJ/mol: 203.7

---

Copy entry 5 word for word.
The ion C8H15IN with charge +1. Source: the Open Molecules 2025 dataset; level of theory: ωB97M-V/def2-TZVPD.

```
! RIJCOSX wB97M-V def2-TZVPD def2/J DEFGRID3
* xyz 1 1
C 2.17 -1.31 -3.70
C 2.18 -0.98 -2.40
C 1.07 -0.53 -1.65
C 1.16 -0.23 -0.36
C -2.37 1.36 0.48
C -0.90 -1.18 0.74
C -0.94 1.32 -0.03
C -0.05 0.05 0.55
N 0.63 0.47 1.89
I 0.40 3.04 0.06
H 3.00 -1.54 -4.26
H 1.27 -1.21 -4.32
H 3.11 -0.67 -1.85
H 0.12 -0.70 -2.14
H 2.08 -0.32 0.16
H -2.76 2.40 0.49
H -2.95 0.70 -0.23
H -2.42 0.82 1.38
H -1.54 -1.09 1.55
H -0.33 -2.11 0.95
H -1.59 -1.39 -0.04
H -0.91 0.96 -1.04
H -0.02 0.63 2.66
H 1.40 1.24 1.77
H 1.01 -0.49 2.25
*
```

HOMO level, eV: -12.2
SMILES: C=C/C=C/[C@@](C)([NH3+])[C@@H](C)I
Frontier orbital gap, eV: 8.88
DFT total energy, a.u.: -665.9385
Energy relative to the best compared isomer or geometry (same formula, charge and spin), kJ/mol: 203.7

---

> Look up the DFT total energy of the first one.

-1716.0709 a.u.

---

> Which of these has the highest DFT total energy?

C8H15IN

---

> What is the DFT total energy in the fourth record?

-842.3808 a.u.